Record 1
The following is a DFT calculation (ωB97M-V/def2-TZVPD) of a molecular structure, C48H44ClF3N6O2SSiSn.

Each line ends with the natural charge from an NBO analysis.
Atoms and positions in Å:
Sn  1.211  -0.405  0.427  1.22
Cl  3.228  -3.705  2.906  -0.98
S  9.118  -1.398  2.199  0.82
Si  -1.810  1.772  2.180  1.66
F  -1.261  -8.743  -4.333  -0.33
F  -2.158  -7.497  -5.873  -0.34
F  -3.271  -7.947  -4.071  -0.34
O  2.969  1.594  -1.372  -0.59
O  2.751  2.426  0.700  -0.69
N  8.352  -1.492  0.778  -0.61
N  0.017  1.313  -1.663  -0.44
N  -2.359  -0.571  0.670  -0.48
N  7.876  -1.136  3.198  -0.62
N  3.660  -1.154  -0.331  -0.45
N  3.163  -0.523  2.307  -0.44
C  5.443  -0.894  2.902  -0.16
C  -3.503  3.685  5.586  -0.22
C  -1.717  -4.126  -3.253  -0.15
C  -3.062  3.430  4.286  -0.22
C  6.000  -1.348  0.073  -0.14
C  -2.459  1.206  4.918  -0.14
C  6.804  -1.119  2.442  0.22
C  3.651  2.795  -1.745  -0.27
C  -2.234  -5.279  -3.814  -0.21
C  -3.095  3.624  0.313  -0.23
C  0.605  -1.855  -1.703  -0.40
C  7.082  -1.326  1.050  0.12
C  -3.752  -0.724  -1.394  -0.42
C  4.700  -1.101  0.518  0.29
C  -0.234  2.571  -1.292  0.05
C  -3.002  -2.820  -0.176  -0.41
C  4.423  -0.816  1.956  0.30
C  -0.131  1.172  2.162  -1.52
C  -1.119  4.437  1.400  -0.23
C  0.137  -2.891  -2.187  -0.26
C  -2.900  1.446  6.215  -0.25
C  -2.052  3.400  1.222  -0.35
C  3.818  -0.561  4.603  -0.23
C  6.217  -1.642  -1.269  -0.13
C  -0.752  1.872  -3.856  -0.28
C  5.146  -1.688  -2.126  -0.27
C  -0.753  3.527  -2.153  -0.23
C  0.341  -5.275  -2.793  -0.20
C  -1.023  3.180  -3.469  0.00
C  -2.528  2.188  3.916  -0.44
C  -1.558  4.196  -4.447  -0.63
C  2.870  -0.434  3.591  0.12
C  -0.411  -4.088  -2.737  -0.09
C  -3.424  2.693  6.555  -0.25
C  -1.466  -6.438  -3.872  -0.22
C  -2.288  5.843  -0.178  -0.25
C  -0.178  -6.430  -3.357  -0.17
C  -1.231  5.641  0.709  -0.22
C  3.876  -1.440  -1.611  0.09
C  -3.026  0.418  1.537  -0.66
C  -4.185  -2.097  -0.827  -0.40
C  -2.029  -7.649  -4.526  0.98
C  -2.472  -1.998  1.001  -0.20
C  -0.238  0.974  -2.930  0.05
C  -2.426  -0.283  -0.755  -0.23
C  5.124  -0.767  4.251  -0.12
C  -3.220  4.830  -0.375  -0.23
C  2.489  1.515  -0.055  0.37
H  -3.130  4.220  3.540  0.21
H  0.644  1.950  2.275  0.24
H  -0.946  1.548  -4.875  0.20
H  -4.625  -2.715  -1.614  0.19
H  -2.144  3.717  -5.234  0.21
H  -4.039  4.975  -1.074  0.20
H  -0.003  2.817  -0.255  0.22
H  -3.834  2.843  0.141  0.21
H  5.268  -1.922  -3.175  0.21
H  7.229  -1.836  -1.605  0.22
H  -3.159  -2.114  1.846  0.17
H  -3.417  -0.090  2.427  0.21
H  2.989  -1.479  -2.236  0.24
H  -2.269  0.790  -0.904  0.21
H  3.703  2.786  -2.833  0.17
H  -3.617  -0.774  -2.482  0.19
H  -3.908  4.661  5.841  0.19
H  -4.530  0.023  -1.209  0.19
H  -2.202  -2.975  -0.909  0.22
H  -2.826  0.666  6.968  0.20
H  -2.186  4.933  -3.943  0.21
H  -4.961  -1.954  -0.067  0.19
H  -0.284  4.287  2.084  0.23
H  -2.034  0.231  4.678  0.20
H  -0.031  -0.062  -3.187  0.23
H  -0.957  4.529  -1.786  0.21
H  -3.917  0.847  1.033  0.18
H  -2.377  6.778  -0.718  0.20
H  -0.490  6.420  0.856  0.20
H  0.419  -7.334  -3.389  0.22
H  5.909  -0.867  4.991  0.22
H  -0.735  4.736  -4.927  0.21
H  -2.318  -3.225  -3.206  0.21
H  4.658  2.825  -1.326  0.17
H  -0.016  0.418  2.954  0.21
H  3.117  3.678  -1.399  0.18
H  1.339  -5.266  -2.376  0.23
H  -1.503  -2.400  1.319  0.21
H  -1.594  -0.784  -1.259  0.24
H  -3.764  2.887  7.567  0.19
H  1.827  -0.248  3.831  0.21
H  -3.301  -3.809  0.183  0.20
H  3.514  -0.504  5.640  0.21
H  -3.244  -5.288  -4.211  0.21

Its charge is -2. Its HOMO energy is -1.03 eV. As for the LUMO energy: 3.6840 eV.

Record 2
The following is a DFT calculation (ωB97M-V/def2-TZVPD) of a molecular structure, C48H44N2O2P2RhTe.

Each line ends with the Mulliken charge.
Atoms and positions in Å:
Te  2.721  3.329  0.985  0.27
Rh  -0.089  -0.959  0.671  -0.43
P  -0.093  1.487  0.541  3.27
P  2.243  -0.024  0.695  1.51
O  -1.945  -1.803  -0.469  -0.73
O  -0.339  -1.375  -1.980  -0.73
N  2.992  4.714  -3.670  -0.69
N  -0.759  -0.887  2.518  -0.65
C  4.049  -0.708  4.402  -0.55
C  4.889  -1.768  4.079  -0.54
C  3.252  -0.163  3.375  -0.22
C  0.051  -4.274  -2.428  -1.31
C  -2.118  -2.786  -2.623  0.73
C  -4.192  -1.278  -2.711  -1.29
C  -1.129  2.277  1.837  0.50
C  -0.661  2.429  3.108  -0.49
C  2.710  3.490  -3.350  -0.47
C  -0.715  4.643  -2.078  -0.57
C  -3.290  -0.696  5.810  -0.84
C  -1.004  3.964  -3.284  -0.67
C  -0.855  1.847  -2.115  -0.29
C  4.855  -2.360  2.799  -0.58
C  -3.252  3.139  2.553  -0.57
C  -3.576  -0.751  2.001  -1.11
C  -3.253  -4.665  -4.284  0.72
C  -1.939  -0.954  5.943  -0.99
C  3.519  -0.828  -3.131  -0.65
C  -1.066  -1.069  4.831  0.99
C  -3.827  -0.671  4.516  -0.64
C  -1.951  -4.865  -3.786  -0.79
C  0.316  -1.483  5.025  -0.99
C  2.676  2.964  -2.070  0.27
C  5.460  0.038  -1.946  -0.61
C  -3.397  -2.526  -3.136  0.61
C  3.176  5.236  -1.314  -0.62
C  3.271  5.539  -2.654  -0.44
C  -3.952  -3.490  -4.001  -1.00
C  -3.781  -5.695  -5.262  -1.46
C  -2.425  2.635  1.550  -0.94
C  -1.485  2.895  4.123  -0.60
C  2.942  3.853  -1.027  0.25
C  4.836  -0.405  -3.126  -0.46
C  1.578  1.623  0.833  -1.81
C  4.061  -1.758  1.793  -0.58
C  3.311  -0.633  2.076  0.10
C  -1.592  -0.931  3.531  -0.24
C  2.688  -0.685  -2.010  -0.42
C  -1.442  -1.858  -1.648  0.59
C  -3.010  -0.749  3.420  1.72
C  -1.060  2.571  -3.283  -0.49
C  4.687  0.264  -0.840  -0.26
C  -0.555  3.968  -0.885  -0.51
C  -0.538  2.535  -0.905  0.50
C  -1.342  -3.931  -2.978  0.71
C  3.290  -0.135  -0.822  0.24
C  -2.762  3.188  3.873  -0.62
H  -3.887  -0.589  6.640  0.53
H  -3.147  -0.021  1.365  -0.12
H  5.443  -3.268  2.481  0.31
H  0.017  -4.173  -1.329  0.23
H  1.625  -0.951  -2.082  0.54
H  5.137  0.655  0.057  0.47
H  -1.481  2.064  -4.196  0.24
H  -1.419  -5.760  -4.100  0.21
H  -2.723  2.597  0.550  0.60
H  2.682  0.745  3.610  0.18
H  5.489  -2.179  4.857  0.38
H  4.016  -0.208  5.357  0.45
H  5.369  -0.438  -4.048  0.42
H  0.317  -5.216  -2.785  0.44
H  -1.520  -1.054  6.923  0.38
H  1.012  -0.881  4.473  -0.28
H  2.493  1.889  -1.944  0.24
H  -0.709  5.746  -2.167  0.30
H  -2.957  -6.305  -5.650  0.33
H  -0.449  4.527  0.012  0.50
H  -1.059  4.494  -4.168  0.48
H  0.676  -1.494  6.067  0.42
H  -4.271  3.439  2.236  0.31
H  -3.392  -1.744  1.556  0.27
H  -5.136  -1.315  -3.263  0.39
H  -3.660  -0.387  -3.001  0.23
H  3.267  6.109  -0.663  0.34
H  -4.918  -0.476  4.466  0.26
H  -0.987  0.789  -2.122  0.03
H  6.589  0.307  -1.986  0.21
H  -4.371  -5.327  -6.085  0.39
H  2.534  2.834  -4.222  0.40
H  -3.403  3.538  4.644  0.43
H  0.419  2.285  3.235  -0.04
H  3.053  -1.128  -4.065  0.42
H  3.374  6.558  -2.923  0.39
H  0.879  -3.629  -2.707  0.14
H  -4.366  -6.395  -4.646  0.28
H  -4.949  -3.444  -4.455  0.32
H  -4.454  -1.403  -1.666  0.26
H  -4.647  -0.554  2.080  0.42
H  4.037  -2.187  0.786  0.41
H  -1.110  3.003  5.118  0.45
H  0.407  -2.518  4.688  0.34

Its charge is -1. Its multiplicity is 5. Its HOMO energy (spin up / spin down) is -3.89 / -4.97 eV. Its energy above the lowest of the compared OMol25 structures with the same formula, charge and spin is 0.0 kcal per mole. The expectation value of S² is 6.07. As for the LUMO energy (spin up / spin down): 2.2828 / 1.7563 eV.

Record 3
The following is a DFT calculation (ωB97M-V/def2-TZVPD) of a molecular structure, C48H45BF4N9O3S3Ti.

Each line ends with the Mulliken charge.
Atoms and positions in Å:
Ti  0.070  0.112  0.115  -1.34
S  -0.938  -0.856  2.305  -0.78
S  -0.500  -1.887  -2.754  1.15
S  0.999  -1.429  4.606  -0.30
F  -4.018  0.387  0.869  -0.41
F  -2.197  -0.425  -0.324  -0.10
F  -3.928  -1.846  0.259  -0.44
F  -4.246  -0.217  -1.348  -0.34
O  -1.320  -0.773  -3.146  -0.60
O  -1.104  -3.193  -2.820  -0.84
O  0.604  1.382  1.301  1.93
N  1.526  -3.516  -1.576  -0.31
N  3.886  -1.807  -6.800  -0.63
N  1.879  -0.743  0.890  -0.18
N  -1.528  2.431  0.079  0.51
N  0.543  -3.082  0.517  -0.12
N  1.797  -0.822  2.287  -1.03
N  -3.719  2.663  -0.824  0.52
N  -1.940  1.799  -2.075  1.93
N  0.118  -1.613  -1.259  0.97
C  1.201  -4.096  1.038  -0.17
C  1.987  2.516  -3.180  -1.06
C  1.783  3.130  2.370  0.30
C  0.670  -0.993  2.889  0.82
C  4.163  3.299  1.957  -1.18
C  2.986  3.794  2.529  -1.10
C  3.693  -0.383  -0.621  -1.57
C  -0.318  2.223  -3.780  1.51
C  -3.432  4.733  -2.076  -0.79
C  0.749  -2.786  -0.765  -0.47
C  1.815  -0.919  -3.862  -0.03
C  2.077  -4.877  0.297  -0.85
C  -1.437  2.282  -4.787  -1.77
C  -1.425  5.258  2.419  -0.73
C  -2.513  3.418  3.506  -0.70
C  -0.518  -0.883  5.442  -0.81
C  -3.826  6.034  -2.348  -0.80
C  0.449  1.493  -1.544  1.64
C  -4.879  6.611  -1.651  -0.73
C  1.737  1.951  1.614  0.89
C  0.843  -1.902  -3.918  -0.37
C  2.778  0.116  0.443  1.01
C  -4.084  3.979  -1.093  0.78
C  -0.479  5.041  0.085  -1.29
C  -1.253  4.508  1.260  1.14
C  -2.051  4.727  3.542  -0.98
C  4.130  2.098  1.268  -0.48
C  -0.418  0.505  6.019  0.30
C  -5.145  4.559  -0.376  1.13
C  2.939  1.388  1.127  0.08
C  0.874  -2.859  -4.915  -0.78
C  1.893  -2.841  -5.858  -0.82
C  1.720  1.959  -1.937  -1.07
C  -0.732  0.762  7.349  -0.55
C  2.828  -0.895  -4.806  -1.08
C  -0.643  2.050  7.869  -0.55
C  -2.348  2.279  -0.878  -2.60
C  -5.818  3.776  0.720  -1.34
C  -0.567  1.795  -2.467  0.19
C  2.879  -1.858  -5.811  1.02
C  -0.237  3.100  7.058  -0.71
C  2.172  -4.540  -1.039  -0.36
C  -1.767  3.202  1.219  -0.02
C  -2.380  2.661  2.348  -0.67
C  -5.524  5.861  -0.673  -0.81
C  -0.017  1.569  5.210  0.98
C  0.979  2.565  -4.133  -1.10
C  0.075  2.853  5.724  -0.37
B  -3.627  -0.551  -0.132  0.32
H  4.634  -0.669  -0.138  0.52
H  0.399  3.662  5.077  0.38
H  -3.301  6.597  -3.112  0.42
H  2.985  2.875  -3.416  0.40
H  -2.152  5.322  4.443  0.33
H  -6.592  4.377  1.198  0.40
H  2.638  -5.694  0.730  0.39
H  1.008  -4.295  2.090  0.42
H  2.542  1.903  -1.239  0.26
H  0.038  5.965  0.353  0.51
H  -2.632  1.340  -2.646  0.53
H  1.186  2.899  -5.145  0.28
H  0.856  3.523  2.775  0.26
H  -1.131  5.242  -0.769  0.09
H  1.929  -3.599  -6.635  0.27
H  -2.237  2.960  -4.474  0.20
H  -1.284  -0.916  4.665  0.25
H  4.720  -1.329  -6.500  0.23
H  -6.340  6.306  -0.111  0.32
H  -1.876  1.287  -4.912  0.26
H  -1.062  2.619  -5.754  0.47
H  -0.165  4.104  7.459  0.38
H  -0.758  -1.626  6.201  0.50
H  -0.888  2.230  8.910  0.35
H  3.914  0.357  -1.394  0.32
H  3.261  -1.271  -1.083  0.08
H  -1.053  -0.057  7.986  0.32
H  1.778  -0.175  -3.077  0.54
H  -2.718  1.633  2.311  0.32
H  5.094  3.844  2.059  0.34
H  -2.607  4.286  -2.619  0.51
H  0.106  -3.623  -4.931  0.53
H  -5.092  3.482  1.485  0.21
H  3.586  -0.116  -4.768  0.31
H  0.221  1.383  4.166  -0.29
H  4.101  -2.703  -7.207  0.22
H  5.044  1.685  0.852  0.40
H  3.005  4.725  3.086  0.41
H  2.800  -5.111  -1.718  0.41
H  -5.185  7.631  -1.854  0.36
H  -2.974  2.977  4.383  0.42
H  -6.279  2.859  0.339  0.33
H  0.258  4.302  -0.242  0.02
H  -4.192  2.209  -0.054  0.49
H  -1.038  6.272  2.447  0.36

Its charge is -2. Its multiplicity is 2. Its HOMO energy (spin up / spin down) is -2.20 / -2.44 eV. Its energy above the lowest of the compared OMol25 structures with the same formula, charge and spin is 42.0 kcal per mole. The expectation value of S² is 0.76. As for the LUMO energy (spin up / spin down): 4.0712 / 4.0689 eV.

Record 4
The following is a DFT calculation (ωB97M-V/def2-TZVPD) of a molecular structure, C48H45BrFN12O8SiW.

Each line ends with the Mulliken charge.
Atoms and positions in Å:
W  -2.040  -0.204  -1.117  1.71
Br  -6.063  6.135  -6.036  -0.18
Si  -2.683  -1.741  0.894  1.66
F  4.250  -1.828  1.720  -0.43
O  -2.717  1.323  -2.584  -0.59
O  -0.222  0.571  -2.033  0.31
O  -2.007  1.506  -0.180  -0.25
O  1.225  -2.332  -1.044  -0.52
O  -2.382  3.172  1.253  -0.66
O  -0.892  -1.727  -1.464  0.10
O  -0.278  -0.215  0.344  0.64
O  -0.968  2.472  -3.346  -0.84
N  0.735  1.938  3.644  0.40
N  -4.105  -1.522  -4.528  -0.67
N  -6.317  0.304  -0.899  -0.57
N  4.771  -0.670  4.253  0.36
N  -4.138  0.055  -0.838  1.56
N  -4.528  0.922  0.163  -0.36
N  -2.757  -1.566  -4.764  -0.78
N  -5.789  1.050  0.107  -0.87
N  6.295  -1.044  6.198  -0.14
N  -5.350  -1.088  -2.549  0.06
N  -2.993  -1.226  -2.658  0.71
N  -2.102  -1.399  -3.695  0.34
C  0.066  0.515  1.300  0.42
C  1.305  0.240  2.018  1.02
C  -4.204  -1.279  -3.254  -0.31
C  -2.651  4.335  -4.562  -0.70
C  -3.932  -1.060  2.107  -1.73
C  2.149  0.237  -1.875  0.30
C  6.888  -0.022  5.275  -0.62
C  -3.517  5.211  -5.194  -0.63
C  -3.091  -3.929  -1.021  0.17
C  -0.682  1.628  1.752  -0.37
C  -4.623  -5.741  -0.625  -0.55
C  -4.384  -3.978  0.992  -0.94
C  -4.879  4.952  -5.162  0.05
C  -4.516  2.980  -3.867  -0.09
C  -0.338  2.261  2.907  -0.85
C  -2.206  2.286  -3.229  0.19
C  5.793  0.380  4.272  -0.50
C  1.081  0.136  -6.136  -1.02
C  0.785  4.128  4.929  -1.03
C  3.351  -0.966  2.235  0.07
C  -3.147  3.218  -3.900  0.39
C  5.380  -1.991  4.117  -0.47
C  3.408  2.030  -0.865  -0.91
C  2.202  1.513  -1.327  -0.17
C  1.067  -1.957  -4.323  0.14
C  2.739  0.595  3.932  -0.97
C  -5.391  3.845  -4.502  -0.83
C  -4.969  -5.171  0.592  -0.70
C  3.624  -0.356  3.465  -0.99
C  1.203  -1.168  -6.591  -0.62
C  -3.680  -5.118  -1.429  -1.01
C  0.830  -0.333  -2.372  2.64
C  1.597  0.936  3.202  -0.09
C  -1.800  2.170  0.946  -0.06
C  -1.250  -2.303  1.968  -1.32
C  2.208  -0.711  1.539  -0.61
C  1.203  -2.214  -5.680  -0.94
C  2.178  3.574  4.951  -0.37
C  4.515  -0.005  -1.492  -0.89
C  3.318  -0.518  -1.965  0.02
C  6.055  -2.331  5.459  -0.98
C  0.956  0.395  -4.780  -0.33
C  0.928  -0.652  -3.867  0.32
C  0.997  2.649  4.882  -0.43
C  -3.435  -3.330  0.196  0.70
C  -5.287  -0.277  -1.449  -0.31
C  0.452  -1.590  -1.567  -1.97
C  4.564  1.270  -0.938  -0.69
H  6.105  -2.035  3.299  0.41
H  -1.608  -3.155  2.549  0.70
H  1.303  2.112  -1.268  0.38
H  5.417  -0.599  -1.571  0.46
H  -5.704  -5.649  1.227  0.41
H  3.442  3.034  -0.461  0.51
H  1.294  -3.237  -6.022  0.44
H  -4.894  2.118  -3.336  0.36
H  0.467  4.631  4.026  0.35
H  -4.681  -3.545  1.942  0.26
H  6.875  -1.196  7.023  0.32
H  1.083  0.960  -6.839  0.44
H  -0.929  -1.520  2.663  0.16
H  -1.584  4.512  -4.576  0.46
H  5.329  1.317  4.574  0.40
H  7.239  0.825  5.858  0.40
H  -0.415  1.438  -2.692  0.25
H  -3.786  -0.003  2.324  0.36
H  2.017  -1.239  0.612  0.53
H  -0.384  -2.621  1.379  0.22
H  -2.349  -3.480  -1.663  0.25
H  -6.457  3.668  -4.482  0.46
H  4.613  -2.730  3.915  0.41
H  7.743  -0.489  4.791  0.35
H  7.018  -2.816  5.317  0.40
H  6.248  0.534  3.287  0.29
H  1.299  -1.369  -7.650  0.41
H  0.875  1.420  -4.445  0.37
H  5.506  1.675  -0.588  0.47
H  0.369  4.539  5.838  0.27
H  2.763  3.693  4.048  0.21
H  2.742  3.614  5.872  0.31
H  2.934  1.066  4.886  0.79
H  -3.401  -5.558  -2.379  0.48
H  0.747  2.076  5.766  0.47
H  -5.088  -6.665  -0.945  0.39
H  5.381  -0.697  6.495  0.37
H  -0.948  3.079  3.264  0.81
H  1.051  -2.793  -3.632  0.56
H  5.431  -2.958  6.090  0.42
H  -6.225  -1.122  -3.048  0.38
H  3.291  -1.503  -2.412  0.48
H  -3.144  6.085  -5.709  0.44
H  -3.844  -1.622  3.041  0.52
H  -4.951  -1.167  1.729  0.41

Its charge is +1. Its HOMO energy is -10.10 eV. Its energy above the lowest of the compared OMol25 structures with the same formula, charge and spin is 24.6 kcal per mole. As for the LUMO energy: -3.7053 eV.

These records have energy values of -3996.326413, -3176.731276, -5043.414744, -6145.423537 Ha, in the order they appear.
These records have max |F| values of 0.9, 3.1, 2.7, 2.5 eV Å⁻¹, in the order they appear.